1.
Molecular formula: C44H58N11O5P
Method: DFT, wB97M-V/def2-TZVPD

Geometry as XYZ:
```
119
Properties=species:S:1:pos:R:3:lowdin_charge:R:1
P 18.56372 36.28047 30.51999 0.156
O 19.27556 35.79799 29.31165 -0.274
O 19.29021 36.54064 31.71954 -0.237
O 16.30193 37.43453 32.15100 0.069
O 17.49238 35.47228 31.04680 -0.265
O 17.81168 37.70158 30.21039 -0.212
N 21.59829 34.85599 29.08037 -0.014
N 21.00026 35.28922 33.04413 -0.010
N 21.54783 37.99978 31.49335 -0.004
N 15.11617 34.65320 30.62972 -0.005
N 18.60727 39.83326 29.82662 -0.059
N 19.75485 36.85798 26.86318 -0.018
N 16.15201 40.59485 31.11470 -0.021
N 18.11312 32.98109 31.54882 -0.016
N 18.40900 37.30680 33.95097 -0.055
N 17.89388 34.30173 27.70521 0.025
N 16.22035 37.87769 28.31182 0.017
C 20.31837 38.13012 27.06016 -0.167
C 14.75213 41.30246 32.65206 -0.080
C 14.34780 34.87524 29.45196 -0.130
C 20.68983 34.85108 34.30967 -0.223
C 17.53884 36.52693 34.74002 -0.105
C 17.36372 31.93734 31.17360 -0.271
C 14.83853 37.92979 28.49446 -0.186
C 14.22829 38.24593 27.28255 -0.048
C 16.01596 40.70646 32.49665 -0.104
C 22.38783 35.15665 27.96464 -0.141
C 14.31522 34.04922 31.63493 -0.151
C 22.97615 34.60865 34.02250 -0.079
C 14.14825 41.43590 31.25237 -0.082
C 21.92956 38.74507 32.60470 -0.144
C 15.11384 40.92359 30.34404 -0.134
C 17.39866 32.40214 26.65877 -0.089
C 20.62260 38.55616 25.87067 -0.115
C 16.96588 37.40255 35.65835 0.004
C 16.48779 38.18250 26.95376 -0.205
C 15.40093 38.39449 26.26481 -0.077
C 22.45775 35.25329 32.98863 -0.170
C 19.36921 40.50877 30.72559 -0.197
C 23.09057 39.36759 32.21204 -0.070
C 23.45556 33.87425 29.67147 -0.041
C 18.16272 32.90400 27.62578 -0.121
C 18.23455 40.68386 28.86227 -0.243
C 18.48381 38.62848 34.28109 -0.189
C 22.12491 33.97095 30.06900 -0.079
C 17.62959 38.72178 35.27015 -0.125
C 23.25449 39.11496 30.72068 -0.068
C 19.29595 32.48720 32.06291 -0.178
C 18.81297 41.94072 28.93600 -0.063
C 13.14936 33.65532 31.03144 -0.084
C 19.55341 41.74009 30.22070 -0.138
C 16.45687 33.53735 26.15818 -0.058
C 17.77342 30.69035 31.48423 -0.034
C 19.83604 36.49203 25.57541 -0.212
C 16.87427 34.61126 26.91033 -0.233
C 19.20720 31.08630 32.19458 -0.039
C 23.59345 34.82567 28.43514 -0.105
C 13.14229 34.24024 29.57929 -0.047
C 20.50854 37.40488 24.93541 -0.117
C 22.28523 38.26235 30.34485 -0.104
C 21.74228 34.25564 34.75163 -0.159
H 19.67048 36.20517 27.85729 0.155
H 16.50355 36.50952 31.64942 0.109
H 16.93466 37.51669 29.14096 0.097
H 23.77929 39.96061 32.68929 0.041
H 14.60146 33.69402 32.63420 0.107
H 13.23325 38.31719 27.25369 0.019
H 20.97954 39.58415 25.49064 0.115
H 18.72078 36.89266 32.89174 0.091
H 20.85355 37.46289 23.92678 0.071
H 20.20048 42.53302 30.66084 0.081
H 14.28584 41.48909 33.60059 0.057
H 24.14971 33.41694 30.15148 -0.004
H 16.41286 32.22194 30.47219 0.153
H 20.65069 37.53890 31.56474 0.059
H 18.23568 38.68564 30.06448 -0.047
H 17.44812 29.77462 31.42245 -0.003
H 19.40559 35.51799 25.47213 0.110
H 19.54233 34.80252 34.47065 0.131
H 17.27502 39.68872 35.80799 0.117
H 16.66717 40.44191 33.20372 0.033
H 19.16008 39.42734 33.79216 0.141
H 19.97356 30.42114 32.33642 0.016
H 24.36813 35.12691 27.84686 0.030
H 23.94660 39.47456 30.07323 0.043
H 16.52722 35.56467 26.71636 0.068
H 15.32155 40.57914 29.28133 0.126
H 16.87367 39.97789 30.68737 0.097
H 17.56925 38.26282 26.71628 0.107
H 16.40333 37.36209 36.33812 -0.037
H 13.16763 41.75158 30.98186 0.044
H 20.32426 38.43626 28.02453 0.062
H 17.32017 31.40242 26.38166 0.049
H 18.02422 34.17235 31.34296 0.142
H 17.62164 40.41651 27.92292 0.119
H 23.02103 35.63688 32.05949 0.126
H 23.99761 34.38332 33.97543 0.067
H 20.04432 33.15441 32.56620 0.087
H 20.31208 36.10658 32.42639 0.095
H 19.68148 39.98719 31.64842 0.088
H 12.47911 33.03219 31.48973 0.031
H 16.15834 34.75124 30.82764 0.068
H 17.17914 37.60999 32.72519 0.113
H 21.86911 37.69437 29.57063 0.081
H 12.44098 34.23848 28.87245 0.022
H 16.87324 37.81180 31.30817 0.085
H 18.72878 32.52600 28.35929 0.064
H 14.30025 37.59632 29.34877 0.090
H 15.26178 38.58582 25.28253 0.040
H 21.59185 33.49154 30.77396 0.047
H 17.23019 35.54510 34.82008 0.090
H 21.53843 33.63247 35.49287 0.035
H 14.97003 35.27452 28.64670 0.088
H 20.67033 35.33612 29.20637 0.035
H 18.84610 42.87843 28.45270 0.056
H 18.30407 35.04243 28.43654 0.098
H 15.53916 33.45415 25.55235 0.075
H 22.14156 35.63167 26.92166 0.145
H 21.56300 38.70238 33.62827 0.106
```

Calculated values
Spin multiplicity: 1
Energy relative to the best compared isomer or geometry (same formula, charge and spin), kcal per mole: 96.05
Orbital gap, eV: 7.9711
Net charge: -2

=====

2.
Molecular formula: C44H59CoN3P3
Method: DFT, wB97M-V/def2-TZVPD

Geometry as XYZ:
```
110
Properties=species:S:1:pos:R:3:lowdin_charge:R:1
Co 0.86183 -1.34078 -0.49640 0.490
P -2.35281 1.24289 0.36531 1.064
P -0.54898 -1.14857 1.52631 1.024
P 3.26554 -1.15688 -0.96367 1.048
N 1.21386 -3.60090 -0.06217 -0.016
N 0.96538 0.75775 -0.75940 -0.017
N -0.33242 -2.37206 -1.99173 -0.022
C -2.95341 0.65869 -1.26027 -0.254
C 4.87768 -1.22125 1.34929 -0.100
C -4.87486 0.35918 1.35945 -0.100
C -4.13414 2.49941 2.12651 -0.064
C 4.81622 -3.29237 -0.06412 -0.103
C 0.06070 -3.78480 -2.18055 -0.201
C -0.12445 1.38105 -0.45962 -0.140
C 0.25712 -4.42039 -0.82184 -0.221
C 3.58344 3.34364 -1.61733 -0.034
C -2.74513 3.95473 -0.44504 -0.044
C 4.74196 2.59072 -1.54305 -0.045
C 3.48414 -1.73217 -2.71026 -0.530
C 4.63647 1.23700 -1.28791 -0.075
C -1.09771 3.58351 1.43516 -0.194
C 4.75464 -1.76676 -0.06720 -0.537
C 0.13860 3.86206 0.51489 -0.171
C -3.92210 1.38032 1.31951 -0.288
C 0.07717 5.24093 -0.07018 -0.042
C -2.63383 -0.21645 -3.49657 -0.064
C 2.53939 -0.95285 -3.62153 -0.104
C -5.98264 0.44409 2.18489 -0.059
C 0.72509 -1.22864 2.87253 -0.529
C -0.87396 2.71845 2.61603 -0.024
C -2.14366 0.07216 -2.23229 -0.108
C 2.22551 1.41693 -1.07147 -0.225
C -1.00452 5.77265 -0.64955 -0.058
C -1.40027 -3.64585 2.63621 -0.085
C 2.34401 2.76925 -1.38919 -0.008
C 4.90859 -1.66110 -3.25703 -0.086
C -0.44738 2.84280 -0.51206 -0.213
C 3.39687 0.63730 -1.07101 -0.314
C -5.24314 2.58863 2.95505 -0.047
C -1.31243 0.48061 1.58374 -0.406
C -4.74472 0.73380 -2.88779 -0.038
C -4.26466 0.99845 -1.61544 -0.069
C -3.93932 0.11099 -3.82771 -0.044
C -1.88149 -2.32670 2.02509 -0.517
C -2.81267 -2.58063 0.84460 -0.110
C -2.34262 5.17705 -0.80479 -0.050
C -6.16799 1.55835 2.99101 -0.055
C 0.24903 -1.22731 4.33574 -0.089
C -0.96339 1.37483 2.65875 -0.152
C 1.84798 -0.21746 2.65272 -0.111
C -1.81851 2.97083 0.19087 -0.388
H -3.76738 -2.97871 1.18785 0.099
H -2.44615 -1.77122 2.78267 0.113
H -1.98770 -0.66157 -4.24129 0.108
H -7.03881 1.62876 3.62790 0.115
H -1.57198 4.51538 1.74962 0.154
H 5.26060 -0.63000 -3.29881 0.081
H -3.44275 3.32936 2.11225 0.096
H 5.70782 3.04393 -1.70748 0.119
H 0.97780 5.83911 -0.02362 0.116
H 1.20991 -3.85658 0.92118 0.085
H 0.34518 -0.23874 4.78187 0.077
H -1.10047 -0.10649 -2.01356 0.052
H 1.15431 -2.21857 2.66919 0.082
H 1.51001 -0.92996 -3.25601 0.039
H -3.08265 5.83038 -1.24707 0.113
H 5.86152 -1.46839 1.74657 0.096
H -0.70323 0.90775 3.59758 0.087
H -1.22262 -4.39819 1.86946 0.065
H -4.92064 1.48188 -0.90818 0.105
H 4.74757 -3.72821 -1.06124 0.073
H 2.53444 -1.39381 -4.61874 0.094
H 5.61924 -2.24740 -2.67854 0.071
H -0.68579 -4.33645 -2.75773 0.132
H -3.78321 3.68517 -0.59036 0.111
H -5.38600 3.47009 3.56387 0.116
H 2.24745 -0.23886 1.63585 0.025
H 4.92694 -2.05091 -4.27472 0.094
H -2.38878 -3.31720 0.16233 0.055
H 5.76444 -3.62009 0.36142 0.097
H 1.48365 3.40009 -1.48305 0.087
H -1.28954 -2.32398 -1.64406 0.074
H -6.71173 -0.35405 2.18697 0.113
H -0.58948 3.22984 3.52723 0.128
H 1.11247 3.63266 0.93936 0.145
H 3.17059 -2.78403 -2.69324 0.090
H -0.78154 -1.55047 4.46394 0.074
H -4.32003 -0.09734 -4.81724 0.119
H -0.49696 -3.55499 3.23543 0.060
H 5.60232 -1.40166 -0.65613 0.096
H 0.87427 -1.89419 4.92944 0.094
H 0.57753 -5.45992 -0.92718 0.132
H 3.63808 4.39609 -1.85762 0.120
H 2.15462 -3.81178 -0.38511 0.054
H 2.86844 0.08273 -3.71821 0.089
H 4.13702 -1.67839 2.00470 0.064
H -0.91058 6.77700 -1.04034 0.111
H 2.66872 -0.43460 3.33603 0.092
H -2.16982 -4.04985 3.29252 0.098
H -3.02917 -1.67590 0.27529 0.038
H 1.51686 0.79933 2.84966 0.075
H -4.78472 -0.50382 0.71412 0.092
H 0.99157 -3.79220 -2.75260 0.114
H 4.03235 -3.71420 0.56707 0.066
H -5.75396 1.02184 -3.14285 0.121
H 4.75861 -0.13916 1.39670 0.077
H 5.53506 0.63668 -1.26622 0.106
H -0.47121 3.18199 -1.55073 0.164
H -0.68685 -4.42547 -0.28137 0.085
H -0.37369 -1.91779 -2.90122 0.075
```

Calculated values
Spin multiplicity: 5
Orbital gap (alpha / beta), eV: 7.3541 / 6.7272
Net charge: +2

=====

Maximum force readings, ordered: 16.5 0.9 eV/A